{"formula": "C11H19F2N2O3", "method": "ωB97M-V/def2-TZVPD", "species": ["C", "N", "C", "C", "O", "C", "C", "C", "C", "F", "N", "C", "C", "C", "F", "C", "O", "O", "H", "H", "H", "H", "H", "H", "H", "H", "H", "H", "H", "H", "H", "H", "H", "H", "H", "H", "H"], "positions_angstrom": [[-2.485, -2.616, 0.843], [-1.520, -1.576, 0.409], [-0.929, -1.952, -0.895], [-2.187, -0.316, 0.379], [-3.262, -0.234, 0.942], [-1.681, 0.970, -0.353], [-0.129, 1.260, -0.299], [0.678, 0.852, -1.570], [0.014, 1.247, -2.914], [0.960, 1.174, -3.970], [0.378, 0.673, 0.954], [1.721, 1.158, 1.321], [2.594, 0.012, 1.994], [2.249, -1.398, 1.453], [3.392, -2.237, 1.728], [0.003, 2.843, -0.123], [0.433, 3.584, -1.022], [-0.366, 3.344, 1.000], [-2.783, -2.484, 1.906], [-3.398, -2.632, 0.191], [-2.038, -3.637, 0.746], [-1.111, -1.226, -1.714], [0.183, -1.980, -0.752], [-1.213, -2.979, -1.211], [-2.171, 1.824, 0.175], [-2.117, 0.952, -1.377], [0.955, -0.224, -1.628], [1.647, 1.411, -1.530], [-0.746, 0.455, -3.157], [-0.530, 2.211, -2.897], [-0.225, 0.980, 1.724], [2.325, 1.547, 0.475], [1.646, 2.002, 2.054], [3.657, 0.209, 1.703], [2.507, 0.060, 3.102], [1.399, -1.892, 1.965], [2.151, -1.387, 0.349]], "energy_ev": -26273.72690, "gap_ev": 7.5, "e_homo_ev": -4.48, "charge": -1, "smiles": "CN(C)C(=O)C[C@](CCF)(NCCCF)C(=O)[O-]"}


{"formula": "C11H19F9O4PSe2Y", "method": "ωB97M-V/def2-TZVPD", "species": ["Y", "C", "Se", "C", "C", "Se", "C", "H", "H", "H", "H", "H", "H", "H", "H", "H", "H", "C", "O", "P", "O", "C", "O", "C", "H", "H", "H", "H", "H", "H", "H", "H", "H", "F", "C", "F", "F", "C", "O", "C", "F", "F", "F", "C", "F", "F", "F"], "positions_angstrom": [[0.040, -0.875, -0.511], [4.059, -2.439, -0.476], [3.017, -0.804, -0.614], [3.241, -0.120, 1.200], [2.622, -0.959, 2.294], [0.684, -0.819, 2.285], [0.239, -2.462, 3.228], [5.078, -2.139, -0.258], [4.006, -2.917, -1.449], [3.663, -3.093, 0.293], [2.861, 0.902, 1.169], [4.318, -0.046, 1.343], [2.962, -0.619, 3.271], [2.873, -2.012, 2.196], [0.604, -3.322, 2.676], [-0.840, -2.488, 3.331], [0.718, -2.379, 4.198], [-0.804, 2.922, 1.340], [-0.839, 2.681, -0.089], [0.226, 1.869, -0.898], [1.480, 2.808, -0.847], [2.561, 2.821, -1.822], [-0.332, 1.815, -2.363], [-0.929, 2.953, -3.080], [-1.475, 3.751, 1.528], [0.203, 3.196, 1.652], [-1.155, 2.032, 1.857], [3.043, 3.786, -1.721], [2.159, 2.708, -2.826], [3.269, 2.026, -1.606], [-0.909, 2.687, -4.130], [-0.337, 3.845, -2.893], [-1.946, 3.080, -2.724], [-1.781, -2.859, 0.840], [-3.023, -2.323, 0.664], [-3.795, -3.249, 0.117], [-3.480, -1.997, 1.860], [-2.888, -1.069, -0.255], [-1.757, -0.379, 0.147], [-4.156, -0.180, -0.185], [-5.239, -0.941, -0.341], [-4.210, 0.447, 0.979], [-4.116, 0.728, -1.167], [-2.630, -1.530, -1.726], [-2.011, -0.544, -2.407], [-1.630, -2.511, -1.686], [-3.642, -1.982, -2.391]], "energy_ev": -185375.60142, "gap_ev": 8.9, "e_above_lowest_kj_mol": 129.4, "e_homo_ev": -16.03, "charge": 2}


{"formula": "C11H19I", "method": "ωB97M-V/def2-TZVPD", "species": ["C", "C", "C", "C", "C", "C", "C", "C", "C", "C", "C", "I", "H", "H", "H", "H", "H", "H", "H", "H", "H", "H", "H", "H", "H", "H", "H", "H", "H", "H", "H"], "positions_angstrom": [[1.959, -0.274, -2.146], [1.816, 0.012, -0.912], [-2.069, 1.925, 0.134], [-2.126, 0.453, -0.268], [-0.861, 2.267, 1.110], [-0.788, 0.123, -1.037], [0.413, 1.861, 0.365], [0.398, 0.311, -0.068], [0.998, -2.950, 0.220], [0.421, -0.686, 1.110], [-0.029, -2.147, 1.050], [3.660, 0.440, 0.222], [2.907, -0.636, -2.638], [1.125, -0.405, -2.828], [-2.163, 2.601, -0.722], [-3.073, 2.082, 0.742], [-2.100, -0.174, 0.600], [-3.031, 0.425, -0.924], [-0.541, 3.357, 1.301], [-0.974, 1.650, 2.059], [-0.794, -0.856, -1.511], [-0.559, 0.733, -1.904], [0.411, 2.570, -0.566], [1.263, 2.054, 0.948], [1.044, -2.273, -0.826], [0.652, -3.837, -0.190], [1.977, -2.990, 0.696], [1.408, -0.572, 1.458], [-0.283, -0.264, 1.907], [-0.119, -2.549, 2.091], [-0.942, -2.250, 0.524]], "energy_ev": -19813.39923, "gap_ev": 9.5, "e_above_lowest_kj_mol": 0.0, "e_homo_ev": -9.04, "charge": 0, "smiles": "C=C(I)C1(CCC)CCCCC1"}


{"formula": "C11H19N2", "method": "ωB97M-V/def2-TZVPD", "species": ["C", "C", "C", "C", "C", "C", "C", "C", "C", "C", "C", "N", "N", "H", "H", "H", "H", "H", "H", "H", "H", "H", "H", "H", "H", "H", "H", "H", "H", "H", "H", "H"], "positions_angstrom": [[0.944, -0.267, -0.629], [0.597, 1.036, -0.929], [-0.500, 1.514, -0.100], [0.508, -0.845, 0.620], [-0.133, 2.010, 1.104], [-1.541, 0.494, 0.204], [-0.536, -0.108, 1.185], [0.161, 2.136, -3.076], [0.626, -3.231, 1.619], [1.247, 1.891, -1.947], [1.383, -1.909, 1.256], [-1.104, -0.462, 2.381], [-1.879, -0.499, -0.913], [1.782, -0.870, -1.048], [0.879, 2.567, 1.215], [-0.711, 2.168, 2.079], [-2.335, 0.905, 0.677], [0.521, 3.071, -3.652], [-0.711, 2.411, -2.600], [0.159, 1.239, -3.616], [1.139, -4.132, 1.170], [-0.430, -3.136, 1.131], [0.456, -3.446, 2.640], [1.425, 2.762, -1.472], [2.069, 1.577, -2.424], [2.229, -2.291, 0.612], [1.793, -1.613, 2.208], [-0.483, -0.613, 3.123], [-1.974, -0.138, 2.696], [-2.584, -0.014, -1.465], [-2.010, -1.428, -0.601], [-0.986, -0.781, -1.448]], "energy_ev": -14683.82283, "gap_ev": 7.6, "e_above_lowest_kj_mol": 552.4, "e_homo_ev": -10.79, "charge": 1, "smiles": "C=C1C(CC)=CC(CC)=C(N)[C@@H]1[NH3+]"}


{"formula": "C11H19NO2S", "method": "ωB97M-V/def2-TZVPD", "species": ["C", "C", "C", "C", "C", "C", "C", "C", "C", "C", "C", "N", "O", "O", "S", "H", "H", "H", "H", "H", "H", "H", "H", "H", "H", "H", "H", "H", "H", "H", "H", "H", "H", "H"], "positions_angstrom": [[1.353, -1.985, -1.320], [0.393, -0.867, -1.006], [-2.549, 0.033, -0.126], [1.512, -2.863, -0.114], [1.829, -1.961, 1.088], [0.618, -1.043, 1.511], [0.142, -0.427, 0.209], [1.805, 2.417, 1.162], [1.486, 2.438, -1.312], [-5.011, 0.391, -0.196], [2.149, 1.741, -0.128], [-3.636, 0.768, 0.265], [-2.534, -0.980, -0.757], [2.870, 0.748, -0.135], [-1.082, 0.803, 0.477], [0.782, -2.499, -2.084], [-0.051, -0.443, -1.982], [0.501, -3.281, 0.080], [2.221, -3.595, -0.318], [2.292, -2.512, 1.908], [2.527, -1.233, 0.810], [-0.233, -1.529, 1.910], [0.947, -0.266, 2.227], [0.738, 2.448, 1.368], [2.136, 3.407, 1.252], [2.253, 1.742, 1.905], [2.135, 3.310, -1.480], [1.323, 1.888, -2.282], [0.482, 2.858, -0.989], [-5.385, -0.456, 0.470], [-5.749, 1.191, -0.425], [-4.920, -0.083, -1.185], [-3.707, 1.510, 1.028], [2.359, -1.671, -1.832]], "energy_ev": -28134.23142, "gap_ev": 9.1, "e_above_lowest_kj_mol": 0.0, "e_homo_ev": -8.69, "charge": 0, "smiles": "CNC(=O)SC1=CCCCC1.CC(C)=O"}


{"formula": "C11H19NS", "method": "ωB97M-V/def2-TZVPD", "species": ["C", "C", "C", "C", "C", "C", "C", "C", "C", "C", "C", "N", "S", "H", "H", "H", "H", "H", "H", "H", "H", "H", "H", "H", "H", "H", "H", "H", "H", "H", "H", "H"], "positions_angstrom": [[0.031, 2.479, -1.085], [0.839, 1.923, -0.192], [-1.200, -0.276, -0.770], [2.084, 0.264, -1.889], [1.775, 0.729, -0.473], [1.124, -0.583, -1.178], [2.826, 0.503, 0.666], [0.841, -2.352, 0.527], [-3.943, -0.160, 1.207], [1.470, -1.982, -0.800], [-3.571, 0.730, 0.051], [-0.272, -0.625, -1.540], [-2.887, -0.350, -1.316], [-0.745, 3.195, -0.757], [0.045, 2.159, -2.181], [0.643, 2.089, 0.800], [-1.196, 0.149, 0.216], [1.643, 0.902, -2.782], [2.955, -0.298, -1.998], [3.226, -0.422, 0.450], [2.266, 0.434, 1.554], [3.682, 1.288, 0.529], [1.390, -2.925, 1.308], [-0.134, -2.898, 0.210], [0.552, -1.430, 1.097], [-3.890, -1.301, 1.003], [-3.104, -0.022, 1.981], [-4.881, 0.146, 1.569], [1.239, -2.545, -1.589], [2.498, -1.927, -0.842], [-2.810, 1.512, 0.150], [-4.372, 1.226, -0.290]], "energy_ev": -24036.32552, "gap_ev": 9.1, "e_above_lowest_kj_mol": 250.0, "e_homo_ev": -8.25, "charge": 0, "smiles": "C=C[C@]1(C)C[C@]1(CC)/N=C/SCC"}